The following is a quantum chemistry calculation of a cluster of 13 separate species, C69H174N10O23 in total, from the Open Molecules 2025 dataset.

Orbital gap in eV: 8.63
Max |F| in eV/Å: 4.90
HOMO level in eV: -8.020

Structure (ORCA input):
```
! wB97M-V def2-TZVPD RIJCOSX def2/J DEFGRID3
* xyz 0 1
C -2.00375 5.80520 1.16085
C -1.13044 6.01708 2.43327
C -0.08995 4.90281 2.70048
O -0.50408 7.22046 2.35625
H -1.30946 5.70948 0.32605
H -2.60362 6.69837 0.98622
H -2.71257 4.97874 1.21241
H -1.78961 6.14458 3.29197
H -0.69970 4.00592 2.80953
H 0.39983 5.18680 3.63190
H 0.57448 4.75250 1.84958
H -1.17343 7.89621 2.22614
C -0.24684 1.63578 0.09670
C -1.64934 0.89504 0.04157
C -2.84172 1.81380 0.26827
O -1.73582 0.47492 -1.22338
H -0.13557 2.45812 -0.61002
H 0.57653 0.95959 -0.13333
H -0.04242 1.67900 1.16650
H -1.68553 0.06114 0.74258
H -2.85125 2.79252 -0.21142
H -2.88549 2.02167 1.33738
H -3.73752 1.21155 0.11675
H -1.40789 1.09007 -1.88341
C -6.70756 3.73440 -0.18913
C -6.52538 4.66277 -1.35085
C -5.11326 5.15420 -1.58454
O -7.11559 4.03278 -2.48269
H -7.76445 3.51741 -0.03428
H -6.42086 4.17628 0.76515
H -6.22101 2.76988 -0.33431
H -6.99427 5.62349 -1.13812
H -5.10149 5.92212 -2.35802
H -4.42361 4.38738 -1.93733
H -4.73225 5.68554 -0.71241
H -8.06293 3.96062 -2.34507
C -2.96536 -1.20456 -4.23866
O -2.38510 -1.04673 -5.54065
C -3.37600 -0.91064 -6.59605
C -2.60339 -0.76587 -7.98494
N -1.75617 0.42642 -7.92686
C -0.74028 0.33107 -8.97348
C 0.10073 1.64098 -8.93654
O 0.98451 1.72840 -7.84967
C 1.71377 2.97269 -7.72559
H -2.15532 -0.94253 -3.55803
H -3.34924 -2.19627 -3.99940
H -3.71017 -0.43582 -4.03274
H -3.96150 -0.00293 -6.44991
H -4.11118 -1.71524 -6.61122
H -3.41085 -0.67890 -8.71196
H -2.05191 -1.70411 -8.04564
H -1.32077 0.48005 -7.01710
H -1.23358 0.11250 -9.92057
H -0.12286 -0.50287 -8.63964
H -0.55945 2.50770 -8.90397
H 0.69283 1.77064 -9.84247
H 1.02157 3.74757 -7.39617
H 2.23798 3.26213 -8.63637
H 2.51204 2.97078 -6.98340
C -3.86271 -1.86563 2.69895
O -4.17280 -3.05939 3.41416
C -3.19359 -3.46196 4.35536
C -3.52996 -4.78056 5.08542
N -4.88159 -4.75577 5.61664
C -5.06319 -3.79207 6.66534
C -4.23706 -4.12444 7.94288
O -2.89510 -3.55767 7.84500
C -2.18023 -3.71206 9.05884
H -3.72371 -1.06114 3.42114
H -4.74452 -1.72711 2.07339
H -2.97335 -1.99418 2.08201
H -3.09732 -2.66398 5.09160
H -2.20873 -3.64482 3.92560
H -2.86454 -5.02669 5.91291
H -3.42422 -5.64626 4.43161
H -5.46665 -4.47968 4.84102
H -6.10235 -3.82896 6.99229
H -4.96058 -2.73673 6.41268
H -4.43442 -5.15481 8.23867
H -4.71316 -3.50463 8.70266
H -1.24750 -3.15821 8.95217
H -1.85731 -4.75303 9.04402
H -2.71529 -3.50377 9.98535
C 3.46926 4.08816 0.34205
O 3.05312 2.98666 -0.46731
C 3.87298 2.77377 -1.64195
C 3.27100 1.73047 -2.70773
N 2.02966 2.22878 -3.27814
C 1.32222 1.35321 -4.15858
C -0.03850 1.92650 -4.61216
O -0.80679 2.37055 -3.53880
C -2.00980 3.09922 -3.84507
H 3.67699 4.88965 -0.36687
H 4.42099 3.91203 0.84333
H 2.67960 4.37504 1.03647
H 4.88196 2.49867 -1.33474
H 4.08297 3.71849 -2.14347
H 3.14048 0.78909 -2.17399
H 3.91153 1.47170 -3.55085
H 1.51824 2.59090 -2.48604
H 1.17739 0.44336 -3.57610
H 1.94142 1.13030 -5.02750
H -0.50723 1.20059 -5.27657
H 0.24374 2.79154 -5.21229
H -2.68945 2.97278 -3.00234
H -2.53809 2.68046 -4.70160
H -1.92862 4.17835 -3.97535
C -0.30908 -10.88872 -2.74065
O 1.03295 -10.55209 -3.19985
C 1.70038 -9.45420 -2.47573
C 1.12225 -8.07479 -2.71066
N 0.01950 -7.68622 -1.85919
C -0.57644 -6.35635 -2.12412
C 0.30370 -5.15932 -1.94119
O -0.51939 -4.00638 -2.06637
C 0.19052 -2.73216 -2.03610
H -0.39881 -11.95775 -2.93359
H -1.11756 -10.43243 -3.31184
H -0.39816 -10.74120 -1.66437
H 2.69251 -9.44740 -2.92710
H 1.84596 -9.66211 -1.41570
H 0.87138 -8.03133 -3.77051
H 1.90408 -7.31728 -2.65557
H 0.18061 -7.87099 -0.87939
H -1.47945 -6.26934 -1.51988
H -0.84958 -6.41027 -3.17796
H 1.00183 -5.05187 -2.77135
H 0.89970 -5.17396 -1.02868
H 0.81590 -2.69163 -1.14428
H -0.53317 -1.92594 -1.91624
H 0.81921 -2.68481 -2.92527
C 3.80090 -7.23064 6.03924
O 2.75879 -6.26475 6.07390
C 2.89296 -5.28532 7.12282
C 1.65842 -4.39344 7.10173
N 1.63567 -3.59916 5.86321
C 0.46182 -2.70828 5.77181
C 0.48031 -1.82431 4.48155
O 0.45655 -2.56815 3.29781
C 0.44352 -1.84037 2.06427
H 4.78956 -6.81371 5.84735
H 3.63711 -7.97553 5.26053
H 3.77677 -7.78706 6.97622
H 3.77293 -4.64881 7.03019
H 2.95715 -5.72798 8.11682
H 1.66626 -3.77330 7.99808
H 0.79186 -5.03385 7.26619
H 1.55720 -4.13332 5.00961
H 0.57280 -2.02102 6.61053
H -0.54566 -3.09618 5.92215
H 1.31166 -1.11999 4.51150
H -0.37743 -1.16234 4.36250
H -0.48305 -1.27479 1.96576
H 0.49545 -2.46837 1.17488
H 1.33089 -1.20746 2.07459
C 3.53419 -2.37677 -2.53073
O 3.73901 -3.16453 -1.32867
C 4.12564 -2.37320 -0.20440
C 4.38104 -3.31551 0.95021
N 4.31807 -2.68593 2.27781
C 4.55972 -3.65743 3.37724
C 5.94044 -4.35347 3.31737
O 6.97834 -3.38141 3.11235
C 8.27055 -3.95861 2.94390
H 4.37498 -1.70487 -2.70310
H 2.72824 -1.66725 -2.34327
H 3.29897 -3.03714 -3.36540
H 3.29890 -1.69532 0.00800
H 4.98444 -1.70966 -0.30568
H 5.30025 -3.88376 0.80792
H 3.65556 -4.12672 1.01106
H 4.79719 -1.79803 2.23111
H 3.78425 -4.42260 3.41285
H 4.40517 -3.12452 4.31544
H 6.00063 -5.08107 2.50802
H 6.16500 -4.90260 4.23176
H 8.32258 -4.27325 1.90160
H 8.49730 -4.75173 3.65640
H 8.96179 -3.13510 3.12312
C -3.36121 -2.39075 -1.12035
O -4.59657 -2.62917 -0.39999
C -5.78948 -2.47492 -1.12641
C -6.10996 -0.98955 -1.53525
N -6.12065 -0.67778 -2.98621
C -6.75956 0.60835 -3.15817
C -6.63162 1.06513 -4.58766
O -7.74843 0.50703 -5.33267
C -7.81999 0.90533 -6.75838
H -3.43799 -1.36580 -1.48323
H -3.21752 -3.12983 -1.90851
H -2.55207 -2.52152 -0.40182
H -6.57895 -2.82974 -0.46389
H -5.80871 -3.08328 -2.03064
H -5.38132 -0.42212 -0.95626
H -7.06703 -0.67315 -1.12053
H -6.66232 -1.42650 -3.39377
H -6.32581 1.44191 -2.60578
H -7.81162 0.60492 -2.87312
H -5.68077 0.66644 -4.94126
H -6.55613 2.14810 -4.68550
H -8.04610 1.96982 -6.82049
H -8.65382 0.41780 -7.26348
H -6.93234 0.60850 -7.31700
C 1.20448 11.53992 -1.87518
O 1.02401 10.11240 -1.68202
C 2.19066 9.54311 -1.18703
C 1.88530 8.04434 -0.91670
N 1.92200 7.46030 -2.29116
C 1.48321 6.07617 -2.35102
C 1.30854 5.62880 -3.74026
O 0.24300 6.40411 -4.27508
C -0.04394 6.02056 -5.61352
H 1.52745 12.13754 -1.02276
H 0.26442 12.01924 -2.14839
H 1.87762 11.76926 -2.70124
H 2.43715 10.02995 -0.24345
H 3.02708 9.72920 -1.86073
H 0.98998 7.95463 -0.30151
H 2.63308 7.59969 -0.26003
H 1.33823 7.98992 -2.92268
H 0.64538 5.91830 -1.67188
H 2.26755 5.41171 -1.98850
H 0.97626 4.59137 -3.70254
H 2.17236 5.80284 -4.38184
H -0.55320 6.77367 -6.21485
H -0.54781 5.05636 -5.68082
H 0.84009 5.93101 -6.24485
C 4.19034 0.68917 2.52878
O 5.42546 0.02044 2.30196
C 6.28148 0.65284 1.37320
C 7.45377 -0.30487 1.44658
N 8.63233 0.13002 0.68964
C 9.92204 -0.39140 1.27276
C 11.18270 -0.14238 0.44822
O 11.06226 -0.81277 -0.77928
C 12.22331 -0.81730 -1.64329
H 3.72510 1.05428 1.61316
H 4.25170 1.53919 3.20833
H 3.43053 -0.00260 2.89242
H 6.68759 1.62564 1.65033
H 5.94699 0.70835 0.33728
H 7.13855 -1.29086 1.10516
H 7.73613 -0.36942 2.49739
H 8.63392 -0.12672 -0.28719
H 9.96764 -1.43642 1.57929
H 10.05878 0.11711 2.22714
H 11.97289 -0.62881 1.02013
H 11.42192 0.91779 0.36515
H 11.99561 -1.35410 -2.56422
H 13.05949 -1.33645 -1.17490
H 12.60280 0.16441 -1.92671
C 1.02462 1.75520 4.23856
O -0.35879 1.70903 4.25422
C -0.94198 2.14708 5.48791
C -2.29499 2.82426 5.20254
N -3.28755 1.80770 4.85750
C -4.58743 2.41357 4.73892
C -5.81729 1.51408 4.17479
O -5.60842 1.20220 2.84641
C -6.65633 0.39229 2.25828
H 1.42279 2.75584 4.40673
H 1.36304 1.42318 3.25706
H 1.42946 1.06410 4.97787
H -0.38206 2.84241 6.11330
H -1.09768 1.29832 6.15384
H -2.12460 3.52645 4.38644
H -2.62411 3.31386 6.11910
H -3.06044 1.27623 4.02922
H -4.48908 3.37220 4.22957
H -4.85814 2.61252 5.77586
H -6.75025 2.07155 4.25779
H -5.92856 0.58248 4.72960
H -6.63682 -0.58412 2.74236
H -6.30986 0.26807 1.23230
H -7.58293 0.96047 2.34007
*
```

Here are the Löwdin charges for atoms 1 to 5, given in e: atom 1 (C): -0.0341, atom 2 (C): -0.5290, atom 3 (C): -0.0250, atom 4 (O): -0.0405, atom 5 (H): 0.0716

---

The following is a quantum chemistry calculation of a structure of composition C31H43N11O12, from the Open Molecules 2025 dataset.

Orbital gap in eV: 6.36
Max |F| in eV/Å: 12.67
HOMO level in eV: -7.726

Structure (ORCA input):
```
! wB97M-V def2-TZVPD RIJCOSX def2/J DEFGRID3
* xyz 0 1
N 17.76755 -16.60654 10.84171
C 17.86923 -17.04910 12.12791
C 16.85193 -17.85038 12.68331
C 15.76493 -18.16782 11.91184
C 15.65769 -17.76115 10.60839
C 16.73341 -17.00768 10.06052
H 18.71527 -16.79795 12.75045
H 16.90407 -18.21806 13.69746
H 14.97243 -18.71175 12.40428
H 14.79626 -18.09687 10.05013
H 16.62471 -16.74967 9.01745
N 19.19450 -16.06273 8.09951
C 19.95405 -15.18917 7.33823
C 19.36178 -14.32599 6.38715
C 17.95632 -14.25862 6.31902
C 17.17151 -15.01387 7.19225
C 17.84114 -15.92042 8.06895
H 21.01784 -15.19629 7.52452
H 20.00332 -13.69256 5.79252
H 17.55321 -13.49255 5.67325
H 16.09704 -14.99389 7.08496
H 17.26258 -16.56866 8.71039
N 19.12297 -19.61999 10.36806
C 19.91184 -20.36734 11.15440
C 19.40515 -21.02852 12.30531
C 18.04316 -20.99694 12.57823
C 17.25372 -20.09239 11.87885
C 17.78853 -19.44099 10.70363
H 20.97133 -20.34644 10.94596
H 20.03880 -21.57597 12.98737
H 17.66042 -21.60320 13.38591
H 16.19715 -19.95094 12.05221
H 17.16023 -18.84656 10.05686
N 14.53616 -21.18841 12.51166
C 13.91007 -19.98086 12.57905
C 14.36323 -18.94713 13.41121
C 15.50928 -19.19015 14.21046
C 16.19202 -20.39655 14.02915
C 15.62464 -21.39096 13.23746
H 13.09509 -19.86700 11.87960
H 13.84670 -18.00369 13.31365
H 15.91256 -18.37543 14.79356
H 17.06679 -20.53941 14.64621
H 16.08555 -22.34959 13.05042
N 20.49750 -14.78148 14.76606
C 19.12144 -15.05082 14.58244
C 18.57725 -15.10089 13.26992
C 19.42591 -14.89540 12.16134
C 20.76798 -14.66870 12.39885
C 21.27054 -14.64397 13.68016
H 18.60072 -15.19394 15.51772
H 17.53141 -15.26064 13.05292
H 19.03871 -15.00521 11.15913
H 21.53136 -14.52029 11.64944
H 22.32707 -14.60358 13.90040
C 13.03246 -17.42006 10.69256
N 12.65874 -17.48810 12.12982
O 12.38250 -16.42078 12.62900
O 12.49793 -18.59990 12.64064
H 13.00899 -18.40958 10.23606
H 14.02327 -16.98531 10.82440
H 12.51831 -16.65710 10.10808
C 16.89465 -14.54387 11.26697
N 17.16849 -14.57789 9.83987
O 16.31583 -14.90518 9.09439
O 18.30410 -14.24819 9.50975
H 17.81673 -14.40945 11.83249
H 16.46316 -15.47820 11.62607
H 16.29419 -13.64623 11.41460
C 14.12102 -16.37285 7.08832
N 14.00917 -16.41325 8.59362
O 13.19764 -15.69250 9.13052
O 14.72589 -17.25914 9.09047
H 14.17524 -15.29282 6.95161
H 13.21725 -16.82538 6.68029
H 14.98230 -16.98475 6.82023
C 15.28116 -19.44306 7.38948
N 16.49145 -18.92464 8.08042
O 16.81410 -17.73566 7.97124
O 17.16691 -19.73396 8.71009
H 14.86557 -20.32054 7.88486
H 15.61431 -19.75165 6.39857
H 14.59500 -18.59622 7.37694
C 19.49595 -18.45910 13.20607
N 19.06954 -17.70681 14.42436
O 19.89887 -17.17649 15.14582
O 17.86514 -17.67112 14.70528
H 18.60436 -18.72068 12.63619
H 19.94699 -19.32737 13.68643
H 20.04182 -17.74544 12.58896
C 15.04670 -21.81933 10.33257
N 14.68193 -20.41290 10.16271
O 15.36609 -19.59857 10.85742
O 13.80798 -20.13407 9.34326
H 16.01673 -21.95684 9.85483
H 14.20365 -22.41644 9.98496
H 15.25562 -21.98279 11.38980
*
```

Here are the Löwdin charges for atoms 1 to 5, given in e: atom 1 (N): 0.1233, atom 2 (C): -0.1785, atom 3 (C): -0.0507, atom 4 (C): -0.1212, atom 5 (C): -0.1496

---

The following is a quantum chemistry calculation of the ion C5H9N2 with charge +1, from the Open Molecules 2025 dataset.

Orbital gap (alpha / beta) in eV: 7.68 / 7.68
Max |F| in eV/Å: 3.12
HOMO level (alpha / beta) in eV: -12.784 / -12.785

Structure (ORCA input):
```
! wB97M-V def2-TZVPD RIJCOSX def2/J DEFGRID3
* xyz 1 1
C -0.38122 1.40559 0.13695
C 0.83497 0.87613 0.45914
C -1.48774 0.70424 -0.55204
C 1.53049 -0.09540 -0.36281
C -0.94030 -1.52497 0.26724
N -1.79879 -0.63829 0.11807
N 2.69602 -0.62924 -0.06123
H -0.80583 2.16034 0.84616
H 1.37892 1.46275 1.13397
H -2.44162 1.22398 -0.31436
H -1.45263 0.55812 -1.63075
H 0.78648 -0.46115 -1.06110
H -1.48779 -2.35644 0.61488
H -2.82277 -0.77589 0.27674
H 2.97795 -1.39699 -0.60733
H 3.41387 -0.51279 0.73648
*
```

Here are the Löwdin charges for atoms 1 to 5, given in e: atom 1 (C): -0.0309, atom 2 (C): -0.0657, atom 3 (C): -0.1449, atom 4 (C): -0.0604, atom 5 (C): 0.0469

---

The following is a quantum chemistry calculation of the ion C8H16N5S with charge +1, from the Open Molecules 2025 dataset.

Orbital gap in eV: 9.58
Max |F| in eV/Å: 3.50
HOMO level in eV: -12.596

Structure (ORCA input):
```
! wB97M-V def2-TZVPD RIJCOSX def2/J DEFGRID3
* xyz 1 1
C 3.09311 0.44047 0.14428
C -2.58177 -0.44546 -0.16847
C -0.75144 -1.18312 1.39029
C -0.44251 -1.52622 -1.00974
C -1.07397 1.13660 1.08014
C -0.80588 0.82010 -1.30309
C -1.54529 -1.53970 0.08652
C -1.84836 0.90956 -0.20974
N -0.06572 0.08585 1.31793
N 0.18011 -0.18825 -1.09418
N 4.08643 1.25565 -0.25059
N 1.86685 0.93815 0.09620
N 0.84752 -0.00604 0.17605
S 3.33829 -1.25339 0.22680
H -3.03022 -0.66580 -1.11783
H -3.40094 -0.37333 0.64227
H -1.40232 -1.40991 2.26401
H 0.13430 -1.91672 1.40408
H 0.31334 -2.32633 -1.04478
H -0.80508 -1.75095 -2.03876
H -0.73344 2.20143 1.07994
H -1.66672 1.16411 2.07350
H -1.27607 0.47414 -2.17258
H -0.48224 1.89720 -1.38003
H -2.03067 -2.54785 0.33377
H -2.53206 1.70684 -0.34243
H 4.14263 2.30929 -0.37331
H 5.01936 1.04458 0.06016
H 1.77115 1.95265 -0.09928
H 1.68162 -1.20356 0.22888
*
```

Here are the Löwdin charges for atoms 1 to 5, given in e: atom 1 (C): -0.7441, atom 2 (C): -0.1129, atom 3 (C): -0.1401, atom 4 (C): -0.1173, atom 5 (C): -0.1344

---

For each record above, in turn, the calculated relative energy (zero: lowest compared OMol25 entry of this formula, charge and spin) values are 26.4, 482.4, 118.7, 61.4 kcal per mole.
For each record above, in turn, the calculated electronic energy values are -5010.77025, -2710.01522, -305.04083, -986.03138 Ha.